No. 1
This record from OMol25 describes a structure of composition C11H23EuP2 in a non-equilibrium geometry. The level of theory is the ωB97M-V functional and the def2-TZVPD basis.

XYZ file:
```
37
Properties=species:S:1:pos:R:3
H 0.61496 -4.42158 -1.29277
H 2.65050 1.19375 2.25262
P -1.77785 -0.11679 -3.71635
H 1.79140 2.61696 1.64199
P 1.21814 0.59021 0.45354
H 4.24895 2.70202 1.12511
H -0.36362 3.45719 0.64006
H -1.47705 -0.84749 -4.92042
H -0.81519 0.49212 3.64125
C 0.14144 3.16177 -0.28914
H -0.83552 -0.52497 1.30638
H 0.62751 -0.87761 2.24315
C -2.44176 -3.23020 -0.49503
H 3.32841 2.63931 -0.39237
H -0.35678 3.68663 -1.11419
H 0.27227 1.46393 -1.60918
C 0.03352 1.65369 -0.53776
H 0.48195 1.58922 3.15935
H -1.02051 1.34911 -0.33995
H 4.12717 1.18790 0.21744
H 0.37895 -3.65494 1.30057
C 3.57933 2.08662 0.51836
H -1.76863 -3.98766 -2.51703
C -1.75100 -3.15440 0.74801
H -3.20312 -0.00477 -3.88661
C -1.52382 -3.74539 -1.48258
H -2.18062 -2.84433 1.70661
H -1.11490 1.68519 2.36856
C 2.34367 1.71758 1.33522
C -0.40223 -3.59193 0.53991
Eu -0.54789 -0.94345 -1.24450
H -3.49876 -3.00128 -0.66094
H -1.37813 1.20259 -4.14252
C -0.27309 -3.97810 -0.83194
C 0.07239 -0.05719 1.75338
H 1.18104 3.50722 -0.25862
C -0.36112 0.99905 2.78044
```

As for the charge: 0. The expectation value of S² is 12.0354. The spin multiplicity is 7. For the LUMO energy (spin up / spin down), the calculation gives 0.0108 / 0.0010 hartree.

***

No. 2
This record from OMol25 describes a cluster of 2 separate species, C11H23N2O2 in total in a non-equilibrium geometry. The level of theory is the ωB97M-V functional and the def2-TZVPD basis.

XYZ file:
```
38
Properties=species:S:1:pos:R:3
H 3.15364 -0.91691 -1.93069
H 2.83363 -0.28052 -0.29724
H 4.67128 -2.66319 0.61099
H 2.19402 -3.68304 -2.04841
H -3.61730 3.75799 0.16688
C -0.32982 -0.82939 -3.24105
H 1.67416 -1.81546 -3.36583
H 0.80295 -0.08128 0.67981
C 0.20293 -0.13704 -1.13835
H -4.58048 4.94709 0.96114
C 3.68870 -2.24259 0.87945
H 1.77394 -2.77910 -0.11521
H -3.47354 1.90566 2.61981
H 0.11089 -0.11206 -3.95916
C -0.87642 -0.17127 -2.00021
O -2.88248 1.27800 2.30888
C 2.49308 -1.01352 -1.01892
O 0.29434 0.50919 0.09382
H -2.37832 5.16037 1.79436
H 3.74285 -1.20314 1.21509
H -3.16221 4.02220 2.97396
H -1.77115 0.35255 -1.93376
C 0.82325 -1.61836 -2.75514
H -1.13230 1.31996 1.23785
H -4.93423 3.44558 1.53350
C 3.12233 -3.47409 -1.37361
H -1.15648 -1.48697 -3.83178
C -2.86170 4.20176 1.90915
C -4.11904 4.00663 1.06160
N -1.93315 3.16735 1.49351
H -1.09781 3.55826 1.14898
H 3.90038 -3.24344 -2.01252
H 0.48640 -2.62489 -2.31175
N 1.24647 -0.83605 -1.56066
H 3.39505 -2.87865 1.69010
H 3.45998 -4.37566 -0.91422
C 2.75270 -2.39604 -0.29395
C -1.85405 1.88640 1.70297
```

As for the charge: +1. Its energy above the lowest of the compared OMol25 structures with the same formula, charge and spin is 271.93 kJ/mol. For the LUMO energy, the calculation gives -0.1474 hartree.

***

No. 3
This record from OMol25 describes a structure of composition C11H23N2O4P2Re in a non-equilibrium geometry. The level of theory is the ωB97M-V functional and the def2-TZVPD basis.

XYZ file:
```
43
Properties=species:S:1:pos:R:3
H -3.41016 -1.41042 2.04420
C -3.16837 -1.37481 0.97419
C -0.68162 1.72683 -2.81148
H -4.08767 -1.26680 0.38440
C 3.55117 -0.17664 2.25457
H -1.87705 -0.79057 -1.78857
H 3.13431 1.90905 0.12022
H 4.53362 -0.06655 1.77630
C -2.99330 1.36067 1.56397
H -0.55712 -3.23947 0.16772
N 0.31771 1.02853 -0.76819
H -3.94327 1.52244 1.03668
H 1.47920 -2.08808 -0.26113
H 3.48897 -1.13601 2.78724
H 3.24415 -1.75735 -0.56183
H -3.17616 1.01792 2.59248
O 0.09793 -0.69129 4.17756
C -0.79262 1.13968 -1.53792
H -0.76691 -1.02427 0.83062
C 1.68019 1.95663 -2.47043
H -2.40353 2.28529 1.58845
N 0.08029 -0.20702 3.08743
C 2.72195 1.00766 -0.35569
Re 0.10471 0.57742 1.48220
H 3.51771 0.53060 -0.94047
H -1.58708 1.78555 -3.41642
C 2.44517 -1.80378 0.19349
O 0.12047 2.30108 1.83912
H -0.89555 -2.22620 -1.15809
O -1.52728 -1.74189 -2.27508
H 0.65908 2.62156 -4.24957
H -2.63538 -2.28951 0.69100
C 1.53141 1.34819 -1.22202
C 0.55573 2.15287 -3.26684
H -2.34503 -2.15543 -2.61452
P -2.07812 0.06190 0.69812
H 2.68867 2.22954 -2.77944
H 2.69756 -2.53277 0.97654
H 3.36630 0.64026 2.96308
P 2.26341 -0.18040 0.99160
C -2.00472 0.43308 -1.09585
H -2.94239 0.86751 -1.46295
O -0.40640 -2.34502 -0.18466
```

As for the charge: +3. The expectation value of S² is 3.8248. The spin multiplicity is 4. Its energy above the lowest of the compared OMol25 structures with the same formula, charge and spin is 14.23 kJ/mol. For the LUMO energy (spin up / spin down), the calculation gives -0.4397 / -0.4977 hartree.

***

No. 4
This record from OMol25 describes a structure of composition C11H23N2O5P2Pr in a non-equilibrium geometry. The level of theory is the ωB97M-V functional and the def2-TZVPD basis.

XYZ file:
```
44
Properties=species:S:1:pos:R:3
H 4.78643 -1.20403 2.21049
Pr 0.59612 -0.02289 1.79685
H -1.53704 2.13370 -2.98006
C 1.74495 2.06683 -2.15818
H -2.78717 1.79155 -0.95988
H 0.69498 2.93150 -3.84120
C -0.72267 1.21020 -1.27640
N -0.06719 0.41980 4.52388
H 2.85519 -1.60416 -1.64418
C -3.18745 1.15517 1.73436
O -1.07804 -1.61089 1.27734
P 3.10564 -0.68843 0.59369
H 4.59253 -1.44956 -1.21552
C -0.60150 1.88877 -2.47241
O -0.43923 0.52833 5.65383
H -1.37038 -3.62405 -3.41679
O -1.79327 -4.49100 -3.29302
H 2.74435 2.37131 -2.47501
C 3.59196 -1.70266 -0.83614
H 3.06938 1.78955 0.52395
C -4.55053 -0.73775 -0.04419
H -0.90616 -2.57165 1.29976
O -0.59787 1.14875 3.48219
H -5.20506 0.06222 -0.45102
H -2.53169 0.22857 -1.81593
H -2.83325 0.82204 2.71772
H -4.25733 1.39847 1.79324
H -2.64835 2.07363 1.48283
H -4.42183 -1.51329 -0.83085
H 4.70069 0.55377 1.98108
H -2.05134 -1.29137 0.89816
C 0.62635 2.35042 -2.92561
P -2.95732 -0.03048 0.41611
O 0.88361 -0.40965 4.13298
C 2.87092 1.00634 -0.23253
C 4.68884 -0.41163 1.45731
N 0.38046 0.92995 -0.51700
H 3.59626 -2.74870 -0.50087
H 3.71150 1.02720 -0.94223
H -5.06428 -1.17553 0.83845
H -2.58632 -4.30799 -2.79429
H 5.55558 -0.46866 0.78528
C -2.19837 0.83671 -0.98829
C 1.59791 1.33960 -0.98790
```

As for the charge: +2. The expectation value of S² is 2.0023. The spin multiplicity is 3. For the LUMO energy (spin up / spin down), the calculation gives -0.2705 / -0.2538 hartree.

***

No. 5
This record from OMol25 describes a structure of composition C11H23N3O2 in a non-equilibrium geometry. The level of theory is the ωB97M-V functional and the def2-TZVPD basis.

XYZ file:
```
39
Properties=species:S:1:pos:R:3
O 1.03174 1.41112 0.93628
H -4.34823 -1.76525 1.60535
N -0.20613 0.77724 -0.73305
N -3.24558 0.50240 0.64124
H -6.03409 0.10215 -1.40955
H 1.28705 -1.06020 -1.08451
C -3.95433 -1.80782 0.69643
C 2.69789 -0.88483 0.59813
H -1.55850 1.37383 1.53105
H 3.91485 -1.13535 -1.43131
O -4.90942 -1.47037 -0.26914
H 6.43503 -0.78300 -1.20212
C 0.77480 0.63203 0.02139
N 1.38106 -0.69013 0.08663
H -1.73913 1.89277 -1.47842
H -0.61429 2.84305 -0.13126
C -2.18163 1.53752 0.58922
C -4.25325 0.88569 -0.38244
H 7.41151 -0.40535 -0.20501
H -5.71624 0.05894 0.59478
H 6.36223 0.86872 -0.77439
H -2.32552 -1.10404 -0.42779
H 2.78935 -0.16449 1.48400
C -2.67200 -0.99505 0.48969
H -2.66645 2.43902 1.03790
H -4.49578 1.93381 -0.40177
H -3.76913 0.68753 -1.37115
C 6.49140 -0.23227 -0.45719
H 3.88812 0.63631 -0.61429
C -5.35574 -0.18032 -0.44742
C -1.31207 1.96365 -0.55002
H 2.80211 -1.98619 0.78437
C 5.42228 -0.64786 0.34007
H 5.32125 -1.76392 0.60137
C 4.08797 -0.30068 -0.37061
H -1.94042 -0.85036 1.19611
H -0.62032 0.24442 -1.26173
H -3.52423 -2.69536 0.45701
H 5.34384 0.13264 1.31217
```

As for the charge: 0. Its energy above the lowest of the compared OMol25 structures with the same formula, charge and spin is 951.51 kJ/mol. For the LUMO energy, the calculation gives 0.0259 hartree.

***

No. 6
This record from OMol25 describes the molecule C11H23N3O3 in a non-equilibrium geometry. The level of theory is the ωB97M-V functional and the def2-TZVPD basis.

XYZ file:
```
40
Properties=species:S:1:pos:R:3
H -1.44775 1.28161 -2.78722
N -2.84750 0.37346 -1.51137
H 3.76724 -0.75314 0.33514
O -0.28899 -3.62111 0.83321
H 2.37065 -1.74575 -0.20157
C 3.58815 -2.35804 1.56117
H 3.42870 -2.16656 2.61675
C 2.86933 -1.25939 0.69938
H -3.32270 0.35441 -0.65285
C -0.14621 -1.21189 0.47297
N 3.09573 -3.67815 1.06689
C -1.28561 3.75176 -2.20207
H 4.66646 -2.44486 1.33940
C -0.96206 -2.52065 0.54432
C -2.28070 2.76842 -1.40398
H -2.40583 4.07824 0.23287
H -0.09685 0.03157 1.99069
C -0.67689 0.87773 -0.98581
H 1.93677 0.60396 0.81132
H -0.38525 3.78035 -1.47504
H -3.43525 2.66470 0.45255
C 0.61285 -0.77400 1.67152
H -1.87582 -0.56792 -0.55961
H 0.64782 -1.45939 2.47673
H 2.37208 -0.06265 2.47574
H -1.08314 3.34690 -3.25066
O 0.33825 1.50934 -0.96286
C -2.50213 3.04605 0.08548
H 3.94101 -4.26634 1.38507
H -1.75700 4.70758 -2.29319
H -3.19925 2.95557 -1.83483
N -1.04727 -0.18775 -0.08063
H 0.62193 -3.29414 0.75650
C 1.98704 -0.22726 1.46134
H 0.54692 -1.41454 -0.34145
H -3.42750 -0.08049 -2.23673
C -1.81631 1.34740 -1.77515
H 3.33769 -3.49983 0.08218
O -2.17381 -2.59681 0.43918
H -1.66480 2.71160 0.76461
```

As for the charge: 0. As for the SMILES: CC(C)[C@H](N)C(=O)N[C@@H](CCCCN)C(=O)O. Its energy above the lowest of the compared OMol25 structures with the same formula, charge and spin is 267.26 kJ/mol. For the LUMO energy, the calculation gives 0.0283 hartree.

***

No. 7
This record from OMol25 describes the molecule C11H23N3O3 in a non-equilibrium geometry. The level of theory is the ωB97M-V functional and the def2-TZVPD basis.

XYZ file:
```
40
Properties=species:S:1:pos:R:3
N -3.47332 1.19958 -0.53361
H 1.75967 -2.66431 -1.57040
H -0.79310 2.68334 2.36649
H -3.86614 1.72515 -1.34560
H -0.19294 -1.02134 -0.64153
C 0.47695 0.58974 -1.83986
C 1.66367 -2.15826 1.31362
H -1.84510 -0.79554 2.52200
H 2.26880 -0.43324 0.54294
H -0.86957 -0.79333 1.14716
O -0.19802 2.69143 -0.50995
H 0.03180 -1.43867 -2.44798
O 0.66636 1.19651 -4.15278
C -2.33971 1.82543 0.17121
H -0.81388 1.13605 3.20889
N 2.43698 -1.95530 2.46488
H -2.44642 2.87498 0.34787
H 3.36751 -1.74331 0.14446
H 1.37090 -3.21663 1.08862
H 0.78268 -1.71084 1.35092
H 2.95179 1.19180 -3.76576
C -1.14891 1.92383 -0.74014
H -2.96977 1.04710 1.99207
C 0.50522 -0.92083 -1.56379
H -4.18602 1.17307 0.19370
C -1.83015 -0.46665 1.48604
C 1.84773 -1.59996 -1.30128
N -0.90649 0.97466 -1.72629
H -2.55517 -0.95100 0.80326
C -0.83886 1.61518 2.26444
H 2.60181 -1.12057 -1.83067
H 3.26188 -2.49041 2.40914
H 0.11621 1.21136 1.85215
C 1.14553 0.96606 -3.08264
C 2.28572 -1.49515 0.11800
H 1.98157 -2.20081 3.32547
H -1.68038 0.22540 -1.57993
H 0.98539 0.96781 -0.96881
C -2.05261 1.05605 1.43478
O 2.49841 0.90160 -2.94710
```

As for the charge: 0. As for the SMILES: CC(C)[C@H](N)C(=O)N[C@@H](CCCCN)C(=O)O. Its energy above the lowest of the compared OMol25 structures with the same formula, charge and spin is 185.74 kJ/mol. For the LUMO energy, the calculation gives 0.0284 hartree.

***

No. 8
This record from OMol25 describes a structure of composition C11H23N5O6Y in a non-equilibrium geometry. The level of theory is the ωB97M-V functional and the def2-TZVPD basis.

XYZ file:
```
46
Properties=species:S:1:pos:R:3
H 1.57067 3.27918 2.82940
H -1.25290 -4.91219 0.02741
C -1.72070 -2.28698 0.72154
H 3.90050 2.91780 -0.75148
O -0.32870 -2.64357 -2.58942
H 3.53098 -0.77183 2.97152
C -2.31795 -3.14959 1.77714
H 2.89413 3.84939 -1.87982
N 1.35506 -0.63671 0.69756
C -1.14869 0.58954 -3.25752
H -1.55148 -3.78988 2.23932
C 2.52507 -1.21232 2.95169
H 0.54701 4.50627 2.03056
H -0.33290 -1.89979 -3.26911
H 2.28220 4.41274 1.65416
H -3.07361 -3.81597 1.34070
H 3.10528 4.41506 -0.20259
H -0.67036 -4.56978 -1.62857
C 1.87954 -0.89408 1.70191
C 1.39254 3.81809 1.88993
H -0.31579 -0.23345 -4.90968
H -0.40710 1.31821 -2.87765
H -1.79775 0.14128 -2.47845
N 1.28333 1.79149 -1.23536
C 1.78831 2.77095 -0.43161
H -2.18748 2.21341 0.42785
H -2.40321 -4.51174 -1.26310
H 2.60243 -2.30234 3.06440
Y -0.27202 0.19146 -0.77020
N -0.71996 -2.01040 -1.41048
N 0.08945 1.94670 0.89225
C -1.26560 -2.85459 -0.52396
N -1.44861 -0.97996 0.88317
O 2.00826 1.22204 -2.13687
C 1.09178 2.86494 0.79094
O -0.57141 1.90724 2.02419
C -1.40120 -4.29487 -0.86385
H -1.82914 1.16740 -3.90613
C 2.99064 3.53041 -0.83515
O -1.62676 -0.48236 2.16783
H -3.22819 1.15378 -0.03925
H -2.78064 -2.53104 2.54751
H 1.93185 -0.80403 3.78313
O -2.40754 1.60928 -0.31087
H -1.20645 0.45860 2.15059
O -0.50288 -0.48779 -3.99360
```

As for the charge: +1. Its energy above the lowest of the compared OMol25 structures with the same formula, charge and spin is 0.00 kJ/mol. For the LUMO energy (spin up / spin down), the calculation gives -0.1608 / -0.1610 hartree.

***

Number 1: E_tot -1825.71783 Eh. Number 2: E_tot -692.56419 Eh. Number 3: E_tot -1603.17416 Eh. Number 4: E_tot -2117.74892 Eh. Number 5: E_tot -747.33750 Eh. Number 6: E_tot -822.85733 Eh. Number 7: E_tot -822.88839 Eh. Number 8: E_tot -1196.15661 Eh.